51
Properties=species:S:1:pos:R:3:forces:R:3 method="wB97M-V/def2-TZVPD" e_above_lowest_kcal_mol=0.0 homo_ev=-5.21 e_lumo_ev=0.05
Rb 0.342 -1.126 -0.226 0.033 -0.075 0.035
C 3.932 -0.541 -0.563 0.000 -0.001 -0.012
O 3.256 -1.652 0.010 0.052 -0.024 -0.005
C 3.661 -1.920 1.340 -0.040 0.034 -0.006
C 3.106 -0.936 2.344 0.005 0.005 -0.001
O 1.700 -1.046 2.350 0.000 -0.041 0.053
C 1.100 -0.141 3.263 0.004 0.000 0.020
H 5.017 -0.686 -0.508 -0.002 0.004 0.006
H 3.659 0.399 -0.077 0.003 -0.004 -0.017
H 3.631 -0.481 -1.605 -0.013 0.013 -0.010
H 4.756 -1.929 1.407 0.009 -0.003 -0.004
H 3.292 -2.918 1.578 0.004 -0.005 -0.008
H 3.398 0.093 2.104 0.027 0.006 0.001
H 3.514 -1.176 3.336 -0.005 0.005 0.003
H 1.454 -0.332 4.282 0.001 0.000 -0.007
H 0.027 -0.306 3.212 0.002 0.009 0.003
H 1.332 0.893 2.989 -0.002 -0.001 -0.004
C -2.125 1.322 1.424 -0.034 -0.006 -0.009
C -2.476 -0.133 1.285 0.008 0.080 0.011
O -1.777 -1.019 1.763 0.008 -0.020 -0.006
N -3.593 -0.415 0.570 -0.071 -0.075 -0.022
C -3.975 -1.772 0.245 0.030 0.058 0.053
C -3.632 -2.164 -1.173 -0.035 -0.016 -0.043
C -4.575 -2.781 -1.986 -0.007 0.011 0.019
C -4.225 -3.135 -3.278 0.005 -0.005 -0.001
C -2.945 -2.851 -3.721 -0.013 -0.002 -0.007
C -2.074 -2.230 -2.841 0.028 0.012 0.017
N -2.394 -1.898 -1.592 0.026 0.007 -0.061
H -1.276 1.534 0.761 0.006 -0.009 0.009
H -1.806 1.516 2.446 0.001 0.001 0.002
H -2.946 1.988 1.160 -0.002 -0.001 0.003
H -4.077 0.346 0.125 0.001 0.005 -0.005
H -5.044 -1.907 0.415 -0.004 0.008 0.002
H -3.438 -2.420 0.939 -0.001 0.015 -0.002
H -5.570 -2.973 -1.607 0.002 -0.001 0.000
H -4.943 -3.617 -3.929 0.001 0.002 -0.002
H -2.625 -3.096 -4.724 0.001 0.001 -0.002
H -1.067 -1.983 -3.161 -0.001 -0.002 -0.002
C 1.986 2.945 0.971 0.016 0.008 -0.025
Si 1.170 2.260 -0.650 -0.040 0.023 0.033
C 2.524 2.755 -1.932 -0.009 -0.015 0.016
C -0.088 3.691 -0.965 0.011 -0.006 -0.014
H 2.343 3.973 0.828 -0.001 0.001 -0.002
H 2.845 2.350 1.305 -0.013 -0.009 -0.009
H 1.267 2.964 1.798 0.001 -0.005 0.002
H 2.812 3.806 -1.811 0.011 0.005 -0.010
H 2.160 2.624 -2.956 -0.005 0.003 -0.003
H 3.433 2.152 -1.838 0.002 0.009 0.004
H 0.411 4.668 -0.947 -0.001 0.005 0.000
H -0.885 3.720 -0.215 0.003 -0.005 0.004
H -0.569 3.583 -1.942 -0.004 0.000 0.000

=====

55
Properties=species:S:1:pos:R:3:forces:R:3 method="wB97M-V/def2-TZVPD" smiles="CNC(=O)[C@@H](NC(C)=O)[C@@H](C)O.CCNc1nc(O)nc(NC(C)C)n1" homo_ev=-8.93 e_lumo_ev=0.49
O 1.491 4.819 0.683 -0.379 0.247 -0.163
O -0.501 2.078 -1.026 0.410 -0.652 0.241
N -0.456 -5.510 -0.522 -1.354 -0.631 0.381
N 1.671 -4.778 -1.133 1.258 -2.928 0.572
N -0.119 -3.295 -1.174 0.716 1.868 -0.640
O 1.223 -6.912 -0.464 0.765 -0.207 -0.095
O -0.496 4.777 2.520 -0.055 0.335 -0.237
C 1.958 3.721 0.957 0.771 0.733 -0.204
C -0.803 2.911 -0.181 0.590 -0.250 -0.849
C 0.819 -5.673 -0.722 0.828 -0.798 0.020
C -0.849 -4.295 -0.791 -2.582 0.570 0.502
C 1.136 -3.615 -1.329 1.280 2.239 -0.889
N -1.561 3.931 -0.606 -0.808 1.046 0.446
N -2.151 -3.958 -0.662 -0.748 -0.664 0.398
N 2.047 -2.704 -1.732 -0.428 0.541 -0.580
N 1.200 2.682 1.302 -0.928 -0.796 0.167
C 3.452 3.502 0.944 -0.161 0.016 -0.073
C -2.008 5.164 0.039 0.337 -0.024 0.159
C -4.499 -4.148 -0.049 0.040 -0.087 0.007
C 2.751 -1.018 -3.329 -0.199 -0.097 -0.134
C 1.832 -0.370 -1.087 -0.246 0.281 -0.058
C -3.117 -4.773 0.082 -0.050 0.346 -0.294
C 1.737 -1.365 -2.241 0.604 0.104 0.330
C -0.558 2.810 3.776 -0.269 -0.386 -0.325
C -0.277 2.669 1.255 -0.281 0.310 0.466
C -0.917 3.439 2.429 0.830 0.107 0.590
H 0.393 -7.333 -0.210 0.013 -0.460 0.136
H 0.214 4.911 1.866 -0.078 0.304 -0.001
H -1.777 3.855 -1.589 0.140 -0.199 0.074
H -2.275 -2.956 -0.723 -0.270 -0.209 0.070
H 2.934 -3.138 -1.950 -0.058 0.288 -0.002
H 1.668 1.815 1.512 -0.118 -0.018 -0.119
H 3.781 3.168 1.926 0.119 -0.114 0.005
H 3.698 2.754 0.193 0.141 -0.114 0.031
H 3.943 4.443 0.696 -0.106 -0.125 0.039
H -2.614 4.951 0.920 0.099 0.153 -0.033
H -2.617 5.738 -0.662 0.052 -0.246 -0.045
H -1.147 5.776 0.314 -0.243 -0.020 0.084
H -5.238 -4.760 0.475 0.070 0.146 -0.058
H -4.785 -4.080 -1.103 0.002 0.017 0.149
H -4.506 -3.143 0.384 -0.087 -0.074 -0.048
H 2.551 -0.020 -3.729 0.072 -0.135 0.078
H 2.683 -1.739 -4.149 0.070 0.098 0.038
H 3.770 -1.039 -2.928 -0.060 0.033 -0.029
H 2.817 -0.422 -0.613 -0.010 -0.099 -0.087
H 1.672 0.649 -1.451 -0.107 -0.068 0.131
H 1.069 -0.593 -0.336 0.073 0.070 -0.074
H -3.143 -5.792 -0.321 0.231 0.251 0.053
H -2.832 -4.831 1.139 0.016 -0.108 -0.065
H 0.728 -1.329 -2.672 0.179 -0.266 0.234
H -0.880 1.769 3.796 0.007 -0.158 0.190
H 0.517 2.864 3.945 -0.024 0.009 -0.009
H -1.069 3.351 4.573 0.072 -0.007 -0.069
H -0.562 1.633 1.435 0.079 -0.110 -0.171
H -2.001 3.407 2.325 -0.217 -0.063 -0.240

=====

64
Properties=species:S:1:pos:R:3:forces:R:3 method="wB97M-V/def2-TZVPD" e_above_lowest_kcal_mol=0.9 total_charge=+2 homo_ev=-14.39 e_lumo_ev=-6.14
Tl 1.668 0.713 -1.625 -0.081 0.237 -0.020
F 4.398 1.561 1.937 0.058 0.037 0.016
C 4.771 1.006 0.801 0.066 -0.226 0.098
F 6.075 1.076 0.659 -0.051 0.080 -0.033
F 4.179 1.648 -0.217 0.002 0.090 -0.012
S 4.274 -0.812 0.750 -0.265 0.046 -0.289
O 3.566 -0.957 -0.522 0.290 0.003 0.243
O 5.454 -1.560 0.977 -0.157 -0.109 0.169
N 3.218 -1.004 1.958 0.165 0.170 -0.247
S 1.781 -0.479 1.664 -0.157 -0.257 -0.202
O 0.959 -1.453 0.912 0.235 0.411 0.276
O 1.669 0.871 1.161 -0.101 -0.295 0.025
C 1.019 -0.528 3.365 0.151 0.015 -0.022
F 1.910 -0.340 4.302 0.001 0.088 0.051
F 0.434 -1.723 3.534 0.008 0.003 0.040
F 0.082 0.406 3.409 -0.109 0.057 0.019
C -3.585 -1.385 -1.689 0.048 0.034 0.067
C -2.715 -2.531 -1.177 -0.028 0.081 -0.106
S -1.358 -1.904 -0.180 -0.207 -0.330 -0.051
O -0.874 -3.321 0.426 0.090 0.246 0.155
C -2.228 -1.154 1.200 0.098 -0.040 0.164
C -3.150 -2.084 1.971 -0.030 0.044 -0.032
H -4.223 -1.760 -2.486 0.005 -0.014 0.002
H -2.986 -0.569 -2.102 -0.024 -0.039 -0.012
H -4.230 -0.984 -0.908 0.013 -0.019 -0.009
H -2.220 -3.045 -2.003 0.000 -0.032 0.027
H -3.262 -3.260 -0.583 -0.016 -0.006 0.012
H -2.758 -0.316 0.739 0.051 0.009 -0.031
H -1.439 -0.738 1.824 -0.004 -0.008 -0.040
H -4.031 -2.367 1.398 0.015 0.000 0.003
H -3.490 -1.551 2.858 -0.015 -0.013 -0.013
H -2.633 -2.982 2.303 0.013 0.004 0.008
O 0.327 2.780 -0.907 0.104 -0.046 -0.162
C 0.452 3.940 -1.321 0.000 0.074 0.018
C 0.534 4.290 -2.779 -0.146 0.000 0.005
C -0.851 4.947 -3.094 0.016 -0.062 0.088
C -2.020 4.570 -2.144 0.116 0.065 0.023
C -2.110 5.369 -0.823 0.081 -0.121 -0.001
C -1.029 5.019 0.209 -0.029 0.052 -0.240
N 0.269 5.002 -0.497 0.002 -0.009 0.264
H 0.690 3.386 -3.368 0.011 0.003 -0.006
H 1.344 4.988 -2.994 0.003 -0.016 0.020
H -1.127 4.679 -4.112 0.026 0.010 -0.021
H -0.736 6.033 -3.081 -0.013 0.000 -0.029
H -1.988 3.497 -1.923 -0.062 0.004 -0.036
H -2.946 4.743 -2.692 0.000 0.004 -0.003
H -3.094 5.209 -0.376 0.007 0.044 0.014
H -2.042 6.435 -1.060 -0.040 0.009 0.009
H -1.182 4.033 0.639 0.022 -0.014 0.026
H -0.995 5.749 1.014 0.025 -0.016 0.041
H 0.467 5.891 -0.936 -0.049 -0.008 -0.082
C 0.083 -5.824 0.342 0.029 -0.024 -0.036
As 0.785 -4.058 0.482 -0.151 -0.392 -0.274
C 1.702 -3.639 -1.132 0.071 0.212 0.129
C 1.793 -4.043 2.097 -0.110 0.203 0.023
H 0.906 -6.537 0.371 0.023 -0.010 0.003
H -0.463 -5.929 -0.592 -0.013 -0.019 -0.038
H -0.584 -6.009 1.182 -0.010 -0.011 0.036
H 2.288 -4.523 -1.384 0.021 -0.022 -0.018
H 2.350 -2.775 -0.990 -0.030 -0.015 -0.012
H 0.963 -3.464 -1.912 -0.001 -0.013 -0.035
H 2.456 -4.903 1.980 -0.013 -0.038 0.028
H 1.119 -4.204 2.935 0.000 -0.030 0.025
H 2.364 -3.127 2.210 0.044 -0.084 -0.014

=====

65
Properties=species:S:1:pos:R:3:forces:R:3 method="wB97M-V/def2-TZVPD" e_above_lowest_kcal_mol=161.5 total_charge=+1 homo_ev=-11.81 e_lumo_ev=-10.26
Be 29.266 -12.219 -16.461 -0.224 -0.184 0.444
N 28.520 -13.866 -12.272 -1.913 -3.013 1.666
O 28.246 -14.292 -11.157 -0.447 -0.748 -1.336
O 29.129 -12.886 -12.368 3.024 4.858 -0.572
O 28.211 -14.373 -13.368 -0.536 -0.827 -0.144
C 26.094 -20.708 -2.917 -2.022 -0.734 -0.439
O 27.134 -20.099 -3.596 1.216 -1.165 1.232
C 26.847 -19.057 -4.313 -3.339 1.936 1.058
O 25.911 -18.277 -4.219 0.625 -0.945 0.254
O 27.750 -19.017 -5.186 3.184 -1.543 -2.201
C 27.890 -18.074 -6.136 0.668 2.877 -2.278
H 25.710 -20.092 -2.104 0.154 -0.373 0.172
H 26.323 -21.753 -2.708 0.680 0.418 0.714
H 25.314 -20.851 -3.664 -0.628 0.320 0.202
H 28.647 -18.358 -6.867 0.334 -0.480 0.481
H 28.218 -17.124 -5.714 -0.024 0.100 0.174
H 27.065 -17.827 -6.805 -0.846 -0.413 0.633
C 32.737 -17.914 -11.725 -1.672 0.506 -0.002
O 33.815 -18.643 -12.230 -0.761 1.569 0.058
C 33.758 -19.948 -12.236 -0.222 -1.739 0.164
O 32.831 -20.716 -12.028 1.162 1.411 -0.258
O 35.015 -20.255 -12.526 0.085 -0.620 0.283
C 35.326 -21.619 -12.588 0.571 -1.193 -0.473
H 32.469 -17.111 -12.412 0.714 0.376 0.065
H 32.959 -17.549 -10.722 0.049 0.091 -0.139
H 31.790 -18.453 -11.713 0.273 -0.697 0.317
H 34.928 -22.245 -11.790 -0.231 0.452 0.206
H 36.414 -21.670 -12.543 -0.112 -0.055 -0.169
H 34.957 -22.028 -13.528 0.139 -0.098 -0.056
C 25.739 -7.395 -16.350 0.270 -0.161 -0.704
O 25.363 -7.687 -15.013 -0.099 -1.856 1.123
C 25.522 -8.954 -14.530 1.530 -0.670 0.080
O 26.140 -9.896 -15.046 -1.493 1.912 0.489
O 25.031 -8.995 -13.266 0.472 1.781 -1.975
C 24.778 -10.203 -12.652 -1.225 -1.435 1.616
H 24.840 -7.115 -16.899 0.065 0.041 0.079
H 26.211 -8.240 -16.852 -0.112 -0.132 0.216
H 26.454 -6.572 -16.362 -0.163 0.040 0.244
H 23.894 -10.697 -13.057 0.325 -0.257 -0.679
H 24.408 -9.975 -11.653 0.310 0.419 0.115
H 25.601 -10.897 -12.487 0.263 0.209 -0.657
C 30.710 -8.201 -12.027 0.400 -0.293 -0.695
O 30.938 -7.105 -12.952 0.063 0.241 -0.468
C 31.075 -7.331 -14.294 -0.351 -1.097 0.370
O 30.697 -8.329 -14.901 0.551 1.334 0.875
O 31.705 -6.272 -14.815 0.290 -0.231 1.301
C 31.862 -6.133 -16.203 -0.266 -0.373 -1.531
H 30.885 -7.940 -10.983 0.300 0.947 -0.366
H 31.471 -8.939 -12.278 -0.499 -0.484 0.047
H 29.680 -8.559 -12.023 0.101 -0.170 -0.649
H 32.719 -5.543 -16.527 -0.061 0.636 1.105
H 30.945 -5.675 -16.572 0.135 -0.148 -0.386
H 32.112 -7.053 -16.732 -0.708 -0.494 0.339
C 32.475 -16.807 -18.257 -1.199 -0.112 -1.206
O 31.539 -17.923 -18.021 0.163 0.997 0.213
C 30.307 -17.562 -17.632 -0.180 2.308 3.276
O 29.896 -16.365 -17.482 0.950 -4.057 -1.043
O 29.772 -18.688 -17.079 -1.052 0.389 -0.404
C 28.602 -18.599 -16.169 0.123 0.753 -1.015
H 32.070 -16.381 -19.174 0.547 0.420 -0.052
H 33.484 -17.183 -18.431 -0.401 -0.412 0.172
H 32.481 -16.027 -17.496 -0.275 -0.463 0.300
H 27.962 -19.479 -16.101 1.120 -0.812 -0.428
H 27.868 -17.917 -16.598 0.477 0.788 0.415
H 28.995 -18.374 -15.178 -0.275 0.359 -0.174